29
Properties=species:S:1:pos:R:3:forces:R:3 method="wB97M-V/def2-TZVPD" total_charge=+1 e_tot_ev=-11577.5777 lumo_ha=-0.1488 homo_ev=-13.84 e_above_lowest_kcal_mol=10.75 fmax_ev_per_a=3.17 smiles="CC(C)(C)CCC(=[NH2+])CN"
H 2.267 -2.172 0.982 0.07 -0.12 0.06
H 3.016 1.429 1.172 0.05 0.10 0.06
C 1.548 -0.149 0.875 0.11 -0.12 0.12
H -0.111 -0.439 2.258 -0.18 -0.05 0.04
H 3.544 -0.158 1.727 0.06 -0.07 0.09
C -3.093 -0.210 -1.373 -0.66 -0.19 -0.04
H 0.911 0.959 2.620 -0.03 0.16 0.11
C 0.848 0.781 -0.109 -2.30 -0.12 -2.18
C -0.726 0.308 -0.471 0.47 0.04 0.35
C 0.911 -0.067 2.263 0.09 -0.01 -0.28
H 0.774 1.792 0.281 0.08 0.10 0.02
H -2.147 0.917 -3.568 -0.04 -0.02 0.06
C -1.755 0.388 -1.654 2.62 0.38 1.65
N -3.277 -0.560 0.018 -0.13 0.05 -0.01
H 3.509 0.204 0.004 0.08 0.00 -0.12
H -3.145 -1.136 -1.963 0.05 0.15 -0.03
H 1.411 0.808 -1.043 0.16 0.08 0.02
H -0.559 1.281 -3.000 -0.05 -0.04 0.08
N -1.476 0.895 -2.808 0.01 -0.03 0.08
H 0.598 -2.077 0.464 -0.07 -0.10 0.00
C 1.571 -1.596 0.379 -0.06 0.22 0.10
H -0.726 -0.771 -0.287 -0.25 -0.01 0.04
H -3.988 -1.270 0.135 0.04 0.03 -0.08
H -1.303 0.690 0.373 -0.13 -0.16 -0.04
H -3.869 0.460 -1.783 0.19 -0.06 -0.06
H 1.901 -1.647 -0.656 0.06 -0.05 -0.15
H 1.481 -0.667 2.965 0.04 -0.10 0.12
H -3.539 0.238 0.584 -0.05 -0.06 -0.04
C 2.995 0.364 0.948 -0.24 0.00 0.01